Entry 1:
C19H27ClN6O2 in the gas phase. Source: the Open Molecules 2025 dataset; level of theory: ωB97M-V with the def2-TZVPD basis set.

The calculation puts the energy above the lowest of the compared OMol25 structures with the same formula, charge and spin at 29.89 kJ/mol. As for the HOMO energy: -9.19 eV. As for the SMILES: Cc1ccn([C@H](C)C(=O)N[C@H](CNC(=O)c2nc(C)ncc2Cl)CC(C)C)n1. The calculation puts the frontier orbital gap at 8.9 eV. Its lowest unoccupied orbital energy is -0.0092 Eh.

Last column: Mulliken charge in e.
Cartesian coordinates (Å):
Cl -4.386 0.236 -1.866  -0.1627
O -2.717 0.668 0.538  -0.6790
O 1.151 -2.848 1.715  -0.6642
N 2.189 -1.343 -1.384  0.6596
N -0.630 1.533 0.367  0.0935
N -1.168 2.579 -1.996  -0.4484
N 1.081 -1.308 -2.144  -0.7729
N -2.315 2.760 -4.044  -0.5322
N 0.956 -0.720 0.949  0.0023
C 3.029 -0.327 -1.666  -0.1046
C -1.829 -0.593 4.424  -1.3831
C -1.305 3.062 -3.222  0.5792
C 0.474 -0.520 3.393  -1.5445
C -3.219 1.913 -3.590  -0.2814
C 2.055 -3.736 -0.825  -1.5705
C 2.303 -2.326 -0.317  0.7425
C 0.116 -1.673 5.586  -1.6727
C 2.446 0.405 -2.674  -1.0521
C -0.261 1.208 1.731  -1.7233
C -0.009 -0.283 1.953  0.7121
C -0.507 -1.332 4.237  1.0108
C -1.863 1.246 -0.104  0.2009
C 1.230 -0.259 -2.941  0.6030
C -0.268 4.012 -3.731  -1.2719
C -3.159 1.351 -2.317  0.2955
C 0.205 0.060 -3.980  -0.8655
C -2.087 1.731 -1.525  0.6026
C 1.390 -1.999 0.877  -0.1318
H 2.131 -4.434 0.004  0.4144
H 0.091 3.684 -4.707  0.3414
H -0.694 -2.266 3.697  0.2224
H 0.969 -0.188 0.092  0.2093
H -1.670 0.341 4.972  0.2880
H 0.647 1.764 1.969  0.4953
H 0.244 -0.662 -4.796  0.3965
H 2.844 1.278 -3.163  0.4354
H 3.326 -2.243 0.059  0.0606
H -1.050 1.526 2.415  0.4105
H -0.569 -2.263 6.198  0.4162
H 0.562 4.081 -3.034  0.2838
H -0.054 2.126 -0.210  0.2734
H -0.708 5.001 -3.866  0.3522
H 1.435 -1.031 3.369  0.3827
H 1.059 -3.808 -1.256  0.3696
H 2.788 -3.992 -1.590  0.4097
H -0.800 0.024 -3.558  0.1379
H 3.960 -0.208 -1.137  0.3898
H -0.947 -0.822 1.790  0.4393
H 1.036 -2.247 5.460  0.3936
H -2.306 -0.348 3.472  0.2583
H -4.038 1.652 -4.250  0.4302
H 0.374 1.051 -4.400  0.1636
H 0.358 -0.763 6.142  0.3507
H -2.535 -1.196 4.998  0.4370
H 0.643 0.447 3.885  0.5970

***

Entry 2:
A molecular structure, C19H27CrN6OS3. Source: the Open Molecules 2025 dataset; level of theory: ωB97M-V with the def2-TZVPD basis set.

As for the spin multiplicity: 3. The calculation puts the energy above the lowest of the compared OMol25 structures with the same formula, charge and spin at 17.63 kJ/mol. The expectation value of S² is 2.0778. As for the HOMO energy (alpha / beta): -9.92 / -8.32 eV. The total charge is +1. The calculation puts the frontier orbital gap (alpha / beta) at 7.9 / 6.3 eV. Its lowest unoccupied orbital energy (alpha / beta) is -0.0746 / -0.0760 Eh.

Last column: Mulliken charge in e.
Cartesian coordinates (Å):
Cr -1.219 -0.128 0.411  -0.1079
S 2.284 2.039 -1.652  -0.3614
S -0.991 -1.572 -1.524  -0.5152
S 5.104 1.069 -1.403  -0.0846
O -1.802 1.220 -0.920  -0.4701
N 0.853 0.429 0.692  0.6028
N -1.482 0.967 -2.272  0.4178
N -0.649 -1.438 1.865  0.4728
N -3.181 -0.724 1.160  -0.0984
N 3.523 0.093 -3.163  -0.1543
N -1.568 1.479 1.710  -0.0078
C -1.286 -2.607 3.811  -1.0710
C 5.861 0.085 -2.705  -0.4914
C -1.755 1.983 -3.145  -0.3832
C -3.781 0.409 1.873  -0.8082
C -1.197 0.466 -4.923  -0.1487
C 3.530 1.006 -2.156  0.3101
C 0.021 -2.647 4.209  -0.3275
C -1.052 -0.298 -2.610  0.7092
C -3.064 -2.001 1.966  -0.9922
C -2.770 1.344 2.537  -0.7897
C -1.651 -2.045 2.577  0.8342
C 1.528 -0.792 1.232  -1.2745
C 0.661 -1.432 2.288  1.0768
C -0.335 1.873 2.398  -0.9371
C 1.023 -2.071 3.462  -1.1449
C 0.959 1.594 1.576  -0.4989
C -0.858 -0.518 -4.006  -0.8236
C 4.741 -0.697 -3.397  -0.5638
C -1.650 1.737 -4.475  -0.6797
H -0.274 2.949 2.653  0.4579
H 2.015 -2.063 3.859  0.4892
H -3.206 2.341 2.691  0.4595
H 1.449 -1.487 0.360  0.2835
H -4.340 1.054 1.162  0.4469
H 2.666 0.005 -3.669  0.1916
H -0.477 -1.497 -4.354  0.4144
H -1.862 2.519 -5.227  0.3818
H 2.570 -0.615 1.467  0.3934
H 0.290 -3.025 5.210  0.3759
H 6.356 0.745 -3.449  0.3183
H 4.913 -0.808 -4.510  0.3145
H 1.843 1.526 2.231  0.2863
H -3.855 -2.058 2.728  0.3614
H -3.254 -2.846 1.279  0.3835
H 4.555 -1.687 -2.942  0.2726
H -2.190 2.829 -2.629  0.5020
H -0.995 0.196 -5.979  0.3607
H -2.034 -3.204 4.288  0.4732
H -3.768 -0.881 0.344  0.3394
H 1.146 2.512 0.951  0.3300
H -1.774 2.118 0.905  0.5085
H -0.344 1.372 3.396  0.3468
H 1.225 0.753 -0.219  -0.3950
H -2.521 0.898 3.515  0.3675
H -4.497 0.054 2.636  0.2939
H 6.565 -0.525 -2.117  0.3530

***

Entry 3:
A molecular structure, C19H27F6N5O6SbSc. Source: the Open Molecules 2025 dataset; level of theory: ωB97M-V with the def2-TZVPD basis set.

As for the spin multiplicity: 2. The calculation puts the energy above the lowest of the compared OMol25 structures with the same formula, charge and spin at 52.10 kJ/mol. The expectation value of S² is 0.7561. As for the HOMO energy (alpha / beta): -11.96 / -11.96 eV. The total charge is +1. The calculation puts the frontier orbital gap (alpha / beta) at 8.9 / 5.4 eV. Its lowest unoccupied orbital energy (alpha / beta) is -0.1126 / -0.2425 Eh.

Last column: Mulliken charge in e.
Cartesian coordinates (Å):
Sb -2.091 -2.890 1.664  2.1425
Sc 0.268 -1.279 0.216  0.5787
F -1.975 -1.388 0.419  -0.6355
F -0.684 -1.854 2.443  -0.5819
F -1.852 -4.317 2.812  -0.4924
F -3.261 -3.774 0.528  -0.5222
F -3.393 -1.998 2.646  -0.5297
F -0.581 -3.354 0.519  -0.7371
O 1.837 -1.615 1.402  -0.5206
O 1.398 -2.566 -1.053  -0.2962
O 3.726 -2.795 1.661  -0.6039
O 3.235 -3.696 -1.788  -0.4394
O -2.526 2.689 -2.481  -0.6008
O 1.939 0.118 -0.823  -0.2473
N -0.685 -0.896 -1.935  1.0062
N -0.113 0.738 1.014  1.0770
N -1.824 1.972 2.039  0.0963
N -3.784 1.990 -4.223  -0.3640
N -0.340 0.801 3.345  0.2553
C 3.580 -1.419 -1.323  -0.1750
C -0.667 -1.788 -2.938  -0.6402
C 2.563 -2.780 -1.380  0.4666
C -2.106 2.989 3.046  -1.2924
C 3.060 0.407 0.066  0.2489
C -1.398 0.216 -2.111  0.1758
C -2.826 1.827 -3.287  0.4103
C -1.337 -1.585 -4.130  -1.2793
C 3.085 -1.906 1.171  -0.1483
C 2.725 -0.312 -1.948  -0.1896
C -2.065 -0.417 -4.301  -0.3739
C -0.744 1.165 2.114  0.4108
C -2.615 2.052 0.821  -1.2658
C 3.871 1.405 -0.752  -0.8944
C -1.295 0.509 4.409  -1.3128
C -2.103 0.505 -3.267  -0.1976
C 3.664 0.880 -2.190  -0.9772
C 1.027 0.405 3.636  -1.0395
C 3.756 -0.965 0.122  0.1681
H 1.162 -0.674 3.588  0.2549
H -4.133 1.232 -4.778  0.1644
H -2.311 0.560 4.029  0.4123
H 2.666 0.751 1.012  -0.0347
H -4.280 2.865 -4.236  0.2568
H -0.277 1.394 0.257  0.2303
H 4.915 1.429 -0.446  0.4144
H 4.586 0.578 -2.685  0.4114
H 3.166 1.612 -2.823  0.3646
H -2.730 1.058 0.393  0.2362
H -2.189 2.732 0.077  0.4855
H -1.117 -0.508 4.761  0.3897
H -3.606 2.419 1.080  0.4974
H 4.812 -0.919 0.382  0.6790
H -2.580 -0.239 -5.236  0.4342
H 1.701 0.886 2.935  0.2458
H -3.027 2.772 3.590  0.3602
H -1.181 1.199 5.247  0.3312
H -1.283 3.056 3.750  0.3973
H -2.213 3.955 2.550  0.4513
H 3.460 2.406 -0.638  0.3691
H 4.476 -1.693 -1.865  0.6716
H 2.081 -0.593 -2.776  0.6544
H -0.112 -2.698 -2.765  0.7046
H -1.292 -2.336 -4.905  0.4730
H -1.431 0.927 -1.300  0.0481
H 1.268 0.755 4.641  0.4173

***

Entry 4:
A molecular structure, C19H27FHgNP. Source: the Open Molecules 2025 dataset; level of theory: ωB97M-V with the def2-TZVPD basis set.

The calculation puts the energy above the lowest of the compared OMol25 structures with the same formula, charge and spin at 120.28 kJ/mol. As for the HOMO energy: -5.83 eV. The calculation puts the frontier orbital gap at 6.2 eV. Its lowest unoccupied orbital energy is 0.0134 Eh.

Last column: Mulliken charge in e.
Cartesian coordinates (Å):
Hg 0.000 0.000 0.000  -0.5720
P 2.034 -0.626 -0.994  0.7022
F -1.370 4.623 3.821  -0.3286
N -2.687 -1.017 -2.952  -0.1536
C -3.235 -2.317 -2.597  -0.9512
C 0.481 3.219 -3.661  -0.8635
C -1.742 1.996 1.305  -0.1983
C 0.594 2.579 1.502  -0.3399
C 0.090 1.372 -1.528  -0.3525
C -1.522 -1.137 -3.816  -0.6994
C -1.064 3.740 2.838  0.2937
C -0.799 2.757 -3.335  -0.5367
C 2.595 1.126 -1.267  -1.3943
C 1.397 1.793 -1.920  2.0653
C -2.429 1.318 -2.083  -1.3471
C -2.457 -0.188 -1.771  0.4115
C -0.413 1.808 0.910  0.0716
C 1.585 2.714 -2.966  -0.7497
C -1.018 1.837 -2.290  1.0710
C 2.095 -1.371 -2.680  -1.3011
C 3.400 -1.468 -0.083  -1.2600
C 0.271 3.550 2.454  -0.7434
C -2.067 2.967 2.257  -0.8075
H 3.153 -2.535 0.051  0.3737
H -0.305 -1.426 1.062  -0.0645
H 2.601 3.020 -3.242  0.4113
H 1.756 -2.420 -2.631  0.3804
H 3.505 -1.004 0.912  0.3345
H 1.634 2.380 1.306  0.1840
H 1.055 4.110 2.949  0.4204
H -2.536 -2.944 -1.988  0.2874
H 3.112 -1.330 -3.108  0.4181
H 2.813 1.543 -0.265  0.2433
H -1.526 -0.481 -1.222  -0.4226
H -0.654 -1.638 -3.318  0.0353
H 0.620 3.940 -4.473  0.3647
H 0.186 -0.938 1.534  0.0892
H -4.162 -2.180 -2.015  0.3139
H -2.916 1.836 -1.243  0.4639
H -3.096 3.074 2.583  0.4122
H -3.480 -2.882 -3.514  0.3245
H -1.663 3.109 -3.911  0.3425
H -3.305 -0.366 -1.079  0.5016
H -1.785 -1.725 -4.712  0.4428
H -1.191 -0.140 -4.151  0.1872
H -3.019 1.536 -2.990  0.4271
H 3.509 1.202 -1.884  0.5823
H 1.400 -0.804 -3.321  0.2576
H -2.511 1.333 0.934  0.3009
H 4.357 -1.384 -0.628  0.3715

***

Ordered maximum force results: 0.093 2.284 0.826 5.251; unit eV/Å.